(1)
{"formula": "C2H4O3", "method": "ωB97M-V/def2-TZVPD", "species": ["O", "C", "H", "H", "O", "C", "O", "H", "H"], "coordinates": [[-1.25488, 0.79348, -1.34502], [-1.12040, 1.31267, -0.26196], [-1.87501, 1.06604, 0.50654], [-0.29532, 1.96544, 0.07135], [1.35933, -0.31567, 1.29675], [1.12189, -1.20091, 0.52303], [0.91318, -0.96584, -0.79167], [1.04328, -2.24799, 0.83235], [0.10792, -0.40722, -0.83136]], "forces_ev_per_a": [[0.560, 0.479, 0.141], [-0.918, -0.461, 0.418], [0.062, 0.305, 0.188], [0.083, -0.040, -0.498], [-0.258, -0.236, 0.155], [0.274, 0.752, 0.249], [-0.768, -0.631, 0.211], [0.243, -0.173, -0.210], [0.721, 0.004, -0.654]], "lowdin_charge": [-0.007, -0.115, 0.096, 0.101, 0.071, -0.373, 0.039, 0.136, 0.051], "spin_multiplicity": 1, "smiles": "O=CO.C=O", "e_above_lowest_kcal_mol": 36.3}


(2)
{"formula": "C2H4O3", "method": "ωB97M-V/def2-TZVPD", "species": ["C", "C", "O", "O", "O", "H", "H", "H", "H"], "coordinates": [[0.57037, -0.13388, 0.13692], [-0.23082, -0.71528, 1.15380], [1.61973, -0.05835, -0.38458], [0.12840, 1.53453, -1.56090], [-0.71571, 0.81716, -0.72869], [0.40506, -1.01109, 1.96018], [-1.14893, -0.03983, 1.33121], [-0.74703, -1.56774, 0.57630], [0.11893, 1.17448, -2.48425]], "forces_ev_per_a": [[-0.664, 2.782, -3.952], [-2.850, -0.732, -0.600], [-1.449, -0.527, 1.535], [0.298, 1.284, -1.642], [2.530, -2.033, 1.120], [-0.238, -0.439, 0.848], [1.862, -0.842, 0.297], [0.992, 0.680, 1.150], [-0.482, -0.172, 1.245]], "lowdin_charge": [-0.306, -0.011, 0.183, -0.138, -0.203, 0.088, 0.133, 0.144, 0.110], "spin_multiplicity": 1, "e_above_lowest_kcal_mol": 103.3}


Taking the records one at a time from the top gives E values of -8279.9838 -8277.0799 eV.